# 1
The following is a quantum chemistry calculation of a structure of composition C5H10O, from OMol25.

CARTESIAN COORDINATES (ANGSTROEM)
O -2.476 0.158 0.507
C -1.545 0.490 -0.466
C -0.113 -0.896 -0.401
C 1.128 -0.847 0.507
C 1.502 0.582 0.178
C 0.025 1.180 -0.013
H -2.747 -0.777 0.416
H -1.796 0.037 -1.429
H -0.848 -1.631 -0.139
H 0.199 -0.953 -1.450
H 1.893 -1.618 0.289
H 0.853 -0.953 1.562
H 2.090 1.130 0.941
H 2.082 0.626 -0.755
H -0.303 1.481 0.971
H 0.057 1.988 -0.717

Cartesian forces (eV/Å) of the 2 atoms listed first:
O 0.48 0.16 0.07
C 4.48 -2.72 0.79

The energy relative to the best compared isomer or geometry (same formula, charge and spin) comes out at 496.43 kJ/mol. The electronic energy is -271.5635 a.u. The orbital gap is 8.6 eV.


# 2
The following is a quantum chemistry calculation of a cluster of 2 separate species, C4H9N in total, from OMol25.

CARTESIAN COORDINATES (ANGSTROEM)
C -0.036 0.214 -1.384
C 1.287 0.036 -1.276
N 2.322 0.782 -1.814
H -0.661 0.529 -2.214
H -0.575 -0.290 -0.593
H 1.598 -0.749 -0.583
H 2.303 1.784 -1.749
H 3.238 0.443 -1.568
C -1.501 0.201 1.791
C -1.600 -1.115 1.966
H -1.790 0.597 0.828
H -1.233 0.848 2.609
H -1.738 -1.697 1.055
H -1.614 -1.582 2.933

Cartesian forces (eV/Å) of the 2 atoms listed first:
C -0.16 -1.01 -0.03
C -0.38 0.56 0.73

The energy relative to the best compared isomer or geometry (same formula, charge and spin) comes out at 203.08 kJ/mol. Its structure (SMILES) is C=CN.C=C. The electronic energy is -212.4738 a.u. The orbital gap is 9.3 eV.